23
Properties=species:S:1:pos:R:3:forces:R:3 method="wB97M-V/def2-TZVPD" homo_ev=-9.44 de_lowest_kcal_mol=40.2 spin_multiplicity=1 e_lumo_ev=0.89 charge=0
N -2.0124 0.0773 -0.9634 0.798 0.024 -0.666
N -2.8678 0.0336 -0.1012 -1.707 0.736 0.530
N -3.7967 0.1706 0.5288 0.717 -0.447 -0.001
C 2.4177 0.2421 -0.7672 0.295 -1.367 -1.384
C -0.7854 -0.6559 -0.6892 1.115 -0.756 -0.397
C -0.0230 -0.1669 0.5513 0.257 -0.172 0.981
C 2.0151 1.3991 0.1146 0.896 0.614 0.682
C 2.2030 -1.1496 -0.0993 0.223 0.187 0.467
C 1.0983 -1.1226 0.9771 1.077 0.232 -0.547
C 0.5184 1.2953 0.4234 -0.839 0.032 0.902
H 3.4639 0.2685 -1.1172 -0.275 0.328 0.320
H 2.2692 2.3666 -0.3913 -0.374 -0.734 0.432
H 0.2544 1.8096 1.3846 0.384 -0.200 -0.859
H 3.1130 -1.4965 0.3860 0.318 0.264 0.133
H 0.7502 -2.1543 1.1274 -0.116 0.361 0.234
H -1.0006 -1.7375 -0.6127 -0.022 0.270 0.198
H -0.6710 -0.2225 1.4386 -0.503 0.337 -0.482
H 2.0356 -1.9486 -0.8142 -0.370 0.143 -0.491
H -0.1447 -0.5797 -1.6033 -0.623 0.208 0.738
H 1.8395 0.2517 -1.7309 0.257 0.231 0.834
H -0.0754 1.7766 -0.3587 0.139 0.138 0.017
H 2.6452 1.3990 1.0661 -0.828 -0.114 -1.052
H 1.5960 -0.7527 1.9133 -0.819 -0.314 -0.588

117
Properties=species:S:1:pos:R:3:forces:R:3 method="wB97M-V/def2-TZVPD" homo_ev=-8.95 spin_multiplicity=1 e_lumo_ev=-7.96 charge=+1
Cs -1.7823 -4.0051 -0.6954 -3.112 0.239 0.824
Cl -0.0531 -1.6010 -7.2268 -0.385 -0.237 -0.400
S -4.1229 -8.9220 -0.4038 -0.246 -0.084 -0.074
S -1.5615 5.6121 -5.5186 1.515 -2.058 -0.759
S -1.1579 2.6649 -6.0367 -0.019 0.392 0.400
S 0.4894 -4.6780 -2.2684 3.557 4.317 -0.974
Mg 6.3890 2.7047 1.5876 1.084 0.670 -0.123
F -0.4129 -0.3355 4.0379 0.357 1.737 -2.944
F -1.7091 0.7122 2.4608 3.191 -1.256 0.648
F 0.5120 1.1994 2.5049 -2.038 -2.498 0.782
O -5.8129 -7.4129 2.7737 0.228 0.197 0.414
O -1.1192 -1.0903 0.6631 0.554 0.052 0.388
O -6.0077 -4.3507 0.9696 0.447 0.443 -0.302
O -4.0125 -8.7025 -1.8790 -0.014 0.006 0.340
O 5.2952 5.6127 2.4729 0.157 -0.772 -0.107
N 0.7927 -3.7694 -0.8005 2.164 4.142 -3.524
N 0.7521 -3.4327 -3.4670 0.467 2.886 3.234
N -3.5676 -4.7289 2.4163 0.044 0.052 -0.306
N 0.9169 4.7975 -6.2018 -1.058 -2.124 0.113
N 2.0462 1.4779 -0.0854 2.277 -2.752 0.630
C -7.0230 -3.6650 1.6862 -0.179 -0.282 0.120
C 4.8931 6.8806 1.9466 -0.188 0.635 0.457
C 1.6122 2.8499 7.9799 0.046 0.028 -0.100
C -4.8710 -3.5603 0.6543 -0.266 -0.129 0.126
C 1.4212 2.6671 5.5841 0.073 0.011 0.018
C -6.6547 -7.8449 3.6994 -1.529 -0.823 -0.163
C 1.6126 4.6269 -4.8879 0.518 1.274 1.443
C 2.7170 3.6828 7.8288 -0.036 -0.041 -0.063
C 1.7267 0.4688 -2.4626 -1.207 -4.027 -0.066
C 1.7477 0.2850 -0.8890 -0.955 -3.294 -2.474
C -0.4172 0.1408 2.6893 -1.134 0.336 0.812
C 1.3008 -0.5633 -4.9895 0.301 0.654 1.848
C 0.6898 4.0135 -8.6851 1.088 -0.459 -0.242
C 3.2086 4.5293 -4.9525 -0.357 -0.860 0.709
C 3.5304 2.4954 1.6767 -0.647 -0.935 -0.895
C -0.3751 1.5496 -4.7743 1.351 -0.300 0.782
C 1.0787 -2.1556 -2.8160 -0.521 -2.715 2.036
C 5.8632 7.9527 2.4155 0.279 -0.013 -0.143
C -0.4881 4.3870 -5.9431 -0.289 2.154 0.826
C -4.2078 -10.7036 -0.1244 0.039 -0.094 -0.032
C 2.5295 3.4957 5.4331 -0.043 -0.068 0.137
C 0.9661 2.3407 6.8576 0.050 0.038 0.002
C 1.3730 -0.7313 -3.4023 0.659 1.468 1.782
C 1.4152 -1.1155 -0.3256 0.764 1.242 -0.457
C 3.1779 4.0019 6.5555 -0.043 -0.044 -0.028
C -5.8325 -8.5819 0.0684 -0.166 -0.069 -0.207
C -3.8539 -3.4297 1.8055 -0.465 -0.035 0.316
C 0.9921 0.9569 -5.3848 -0.001 -0.454 -0.490
C 3.4722 7.1851 2.3938 -0.195 -0.168 -0.137
C -0.1770 -1.1350 1.7454 0.255 -0.273 0.630
C 3.2125 1.3958 0.5246 -0.649 0.365 -0.022
C 4.3260 0.2754 0.2615 -0.113 0.465 0.854
C 1.3732 -1.3392 1.2796 0.016 -0.002 -1.393
C 1.5464 4.0387 -7.3158 0.699 -0.456 -1.727
C 1.0941 -2.3841 -1.2325 0.097 -0.076 -0.820
C -4.2873 -2.4542 2.8942 0.160 0.351 0.067
H 4.9272 6.8058 0.8562 0.075 -0.216 0.115
H -4.3770 -4.0762 -0.1742 -0.388 -0.176 0.013
H -6.8062 -8.9394 3.7712 0.720 -0.275 -0.081
H 0.8913 1.0178 -6.5348 0.314 -0.288 1.955
H 6.8818 7.7149 2.0971 -0.108 0.050 -0.048
H 3.1292 8.1419 1.9933 0.016 -0.079 0.062
H 2.8876 3.7467 4.4394 -0.033 0.050 0.059
H 1.1602 3.7536 -4.2803 0.958 1.063 -0.935
H -2.9204 -3.0379 1.3756 -0.294 0.167 0.331
H -3.1857 -5.3480 1.7047 -0.029 -0.216 0.155
H 1.2064 3.2181 -9.3514 -0.849 1.245 1.068
H -0.4499 -2.0586 2.3805 0.165 1.638 -0.947
H -7.1009 -2.6152 1.3888 0.084 -0.008 0.029
H -5.0567 -2.8689 3.5475 0.062 -0.063 -0.143
H -7.6993 -7.4862 3.6376 0.086 0.719 -0.214
H 2.7796 2.3398 2.5334 1.089 0.385 -1.326
H 0.1063 1.6894 6.9757 0.070 0.070 -0.017
H -6.8450 -3.7452 2.7600 -0.066 0.181 0.029
H -7.9751 -4.1548 1.4737 0.139 -0.010 -0.081
H 1.8226 2.9534 -7.0727 -0.520 1.405 -0.038
H -1.1406 -0.2176 0.2130 0.315 -0.641 0.518
H 1.8596 1.6361 -5.0680 -1.130 -0.930 -0.520
H 1.9725 1.4937 -2.9286 -0.506 -1.927 0.910
H -6.5138 -9.1536 -0.5654 0.144 -0.009 -0.089
H 3.4696 3.5569 1.2434 0.122 -1.544 0.818
H 0.9130 2.2753 4.7091 0.029 0.046 0.104
H 0.8055 5.0008 -9.2574 -0.568 -1.354 1.042
H 3.4054 7.2195 3.4861 0.094 0.108 -0.045
H 4.0431 4.6467 6.4377 -0.074 -0.038 0.042
H 0.4166 -1.2468 -5.3561 1.282 0.821 0.255
H 4.4416 -0.0212 -0.8320 -0.400 0.385 1.518
H 3.5964 4.7539 -3.8851 -0.565 -0.231 -1.781
H 5.5917 8.9324 2.0156 0.023 -0.075 0.063
H -4.4654 -5.1585 2.6488 0.158 -0.081 0.066
H -3.4369 -2.1943 3.5316 -0.079 -0.091 -0.072
H 5.3320 0.7002 0.6331 -1.353 -0.713 -0.644
H -5.9811 -8.8482 1.1160 0.159 0.095 -0.033
H 5.2685 5.6685 3.4382 0.008 0.081 -0.165
H -3.2462 -11.1425 -0.3935 -0.049 0.125 -0.001
H -6.0234 -7.5162 -0.0632 0.125 -0.062 0.062
H -0.3858 3.6625 -8.5636 1.410 0.762 -0.106
H -1.1327 0.7251 -4.4821 1.080 1.360 -0.909
H 3.2191 4.0818 8.7034 -0.040 -0.035 -0.075
H -6.4102 -7.5988 4.7540 0.574 0.315 0.189
H 3.4920 3.4306 -5.1619 -0.162 1.816 0.011
H -4.6710 -1.5259 2.4609 0.012 -0.069 0.036
H -4.9923 -11.1403 -0.7450 0.027 0.121 -0.017
H 2.2877 -0.9667 -5.4315 -1.729 0.627 0.508
H 2.5420 4.5548 -7.6047 -1.624 -0.747 0.719
H -0.1387 2.1093 -3.7977 -0.603 -0.693 -1.497
H 3.6958 5.2421 -5.7005 -0.807 -1.050 1.102
H 4.5764 2.2701 2.1119 -2.127 0.252 -0.321
H 2.7874 6.4004 2.0598 0.033 0.099 -0.048
H -5.1748 -2.5784 0.2693 -0.033 0.073 0.106
H 1.7533 -2.4135 1.4780 -0.961 1.693 -0.232
H 1.3670 5.5744 -4.2672 0.235 -1.518 -1.016
H 1.2549 2.5979 8.9726 0.032 0.028 -0.091
H 4.1145 -0.6419 0.9280 0.322 1.337 -1.182
H 2.0970 -0.6449 1.8351 -1.324 -0.850 -0.890
H 5.8793 8.0138 3.5085 -0.150 0.033 -0.051
H -4.4112 -10.8971 0.9302 0.026 0.085 -0.034

8
Properties=species:S:1:pos:R:3:forces:R:3 method="wB97M-V/def2-TZVPD" homo_ev=-2.87 de_lowest_kcal_mol=19.3 spin_multiplicity=1 e_lumo_ev=4.79 charge=-1
O -0.7969 0.2108 2.1739 2.228 -1.537 -0.575
O 0.4900 -0.9596 0.1797 -0.198 2.149 -2.273
C 0.3185 -0.1446 -1.0736 3.848 -2.905 2.226
H -0.6497 -0.0867 -1.3717 -3.411 0.620 -0.495
H 0.7786 -0.6510 -2.0037 0.023 0.423 1.167
H 0.7913 0.8408 -0.9857 -0.112 0.173 -0.055
H -0.0294 -0.1746 1.4437 -1.540 -0.796 0.673
H -0.9024 0.9649 1.6374 -0.838 1.874 -0.668

- Look up the charge of the third one.
  -1

- Look up the charge of the second one.
  +1

- Among the records above, which one has the highest charge?
  C36H61ClCsF3MgN5O5S4